No. 1
Density functional theory data (wB97M-V/def2-TZVPD) for a 2-piece molecular cluster, C2H7N3OP overall at a distorted geometry.

```
14
Properties=species:S:1:pos:R:3:mulliken_charge:R:1
C 0.125 1.160 0.249 0.810
N 2.194 -0.039 0.634 -0.458
N -0.705 0.241 0.142 0.295
H 2.413 -1.171 -1.254 0.078
O 0.679 2.141 0.406 -0.210
H -2.164 1.472 -0.875 0.457
N -0.563 -1.116 0.316 -0.602
H 2.237 0.304 1.567 0.253
H -1.791 -0.090 -1.615 0.344
H -1.390 -1.574 0.669 0.284
H 0.317 -1.329 0.804 0.279
H -2.803 0.124 -0.117 0.313
C -1.884 0.502 -0.651 -0.990
P 3.334 -0.626 -0.274 0.146
```

Results
E_LUMO: -4.59 eV
net charge: +1
Kohn-Sham gap: 8.98 eV
maximum force: 4.02 eV Å⁻¹
energy relative to the best compared isomer or geometry (same formula, charge and spin): 3.3975 eV

***

No. 2
Density functional theory data (wB97M-V/def2-TZVPD) for one molecule with the formula H3NOS.

```
6
Properties=species:S:1:pos:R:3:mulliken_charge:R:1
H 0.585 -1.042 -0.700 0.244
N -0.296 -0.575 -0.912 -0.339
O -0.835 0.004 0.226 -0.246
S 0.059 1.165 1.073 -0.060
H 0.639 0.324 1.950 0.152
H -0.152 0.124 -1.637 0.249
```

Results
E_LUMO: 0.58 eV
Kohn-Sham gap: 10.25 eV
maximum force: 0.89 eV Å⁻¹
energy relative to the best compared isomer or geometry (same formula, charge and spin): 1.6107 eV

***

No. 3
Density functional theory data (wB97M-V/def2-TZVPD) for a 2-piece molecular cluster, C6H12 overall at a distorted geometry.

```
18
Properties=species:S:1:pos:R:3:mulliken_charge:R:1
H -0.959 3.279 1.077 0.357
H -0.150 -3.665 -0.578 0.438
H 0.108 4.084 -1.044 0.396
C 0.158 3.027 -0.811 0.481
C 0.876 2.224 -1.583 -1.322
H -1.673 -2.725 -0.610 0.882
H -0.226 1.699 0.811 0.467
H 0.872 1.145 -1.528 0.380
C -0.711 2.547 0.321 -1.948
H -0.995 -1.657 1.557 0.636
C -0.248 -2.234 1.039 0.536
H -1.655 2.109 -0.050 0.493
H 1.661 -3.079 1.065 0.367
C 0.911 -2.525 1.621 -1.480
C -0.618 -2.717 -0.309 -2.992
H 1.347 -2.063 2.496 0.447
H -0.196 -2.038 -1.082 0.601
H 1.499 2.589 -2.390 0.261
```

Results
E_LUMO (spin up / spin down): 4.08 / 3.96 eV
net charge: -1
spin multiplicity: 2
Kohn-Sham gap (spin up / spin down): 2.64 / 9.93 eV
maximum force: 1.68 eV Å⁻¹
energy relative to the best compared isomer or geometry (same formula, charge and spin): 1.3095 eV